DFT (ωB97M-V/def2-TZVPD) results for a cluster of 3 separate species, C3H12NO in total in a non-equilibrium geometry.

XYZ file:
```
17
Properties=species:S:1:pos:R:3:forces:R:3
O 0.066 -0.734 -0.491 -0.42 1.57 1.37
N -2.066 0.213 0.679 -1.28 -1.01 -3.85
C 2.347 0.815 -0.528 0.25 -1.20 1.54
C -3.213 -0.278 -0.176 2.85 -1.15 0.94
C 2.484 -0.041 0.789 0.11 -0.85 -2.28
H 1.686 1.659 -0.481 -0.30 0.35 0.29
H 2.833 -1.118 0.466 -0.24 2.18 1.00
H -3.210 -1.415 -0.226 0.08 1.12 0.22
H -3.095 0.049 -1.209 0.64 0.14 -0.20
H 1.472 -0.156 1.149 0.08 -0.04 0.64
H -0.047 -1.488 -1.047 -0.13 -1.40 -1.14
H 3.282 1.119 -0.984 0.19 -0.23 -0.29
H -1.196 -0.010 0.101 0.27 0.85 1.07
H -4.123 0.053 0.153 -2.19 0.71 1.26
H -2.212 0.833 1.485 0.39 -0.74 -0.07
H 1.863 0.055 -1.206 -0.39 -0.04 -0.43
H 3.128 0.446 1.525 0.09 -0.27 -0.05
```
Positions in Å, forces in eV/Å.

Energy relative to the best compared isomer or geometry (same formula, charge and spin) (eV): 9.000
Net charge: +1
Maximum force (eV/A): 4.18
E (eV): -6828.4143

***

DFT (ωB97M-V/def2-TZVPD) results for a structure of composition C2H2AgFO in a non-equilibrium geometry.

XYZ file:
```
7
Properties=species:S:1:pos:R:3:forces:R:3
Ag -2.073 1.307 0.324 1.39 0.01 -0.82
F 1.178 -1.337 -0.151 0.36 2.19 -0.87
O -0.143 -0.342 1.211 0.74 -3.12 1.46
C 0.026 0.920 -0.824 -0.17 -0.29 0.28
C 0.457 0.080 0.075 -1.21 -3.68 -0.58
H 0.133 -1.424 1.203 -0.99 4.32 0.10
H 0.422 0.795 -1.838 -0.13 0.57 0.43
```
Positions in Å, forces in eV/Å.

Energy relative to the best compared isomer or geometry (same formula, charge and spin) (eV): 2.645
Net charge: 0
Maximum force (eV/A): 4.43
E (eV): -10865.8079

***

DFT (ωB97M-V/def2-TZVPD) results for a structure of composition C17H33N5SSbSe4SiW in a non-equilibrium geometry.

XYZ file:
```
63
Properties=species:S:1:pos:R:3:forces:R:3
W 0.353 -0.066 1.431 -1.71 0.08 -0.13
Sb -0.732 2.113 2.875 0.78 -0.67 -0.20
Se -1.856 4.080 2.216 -0.01 0.24 -0.03
Se -0.364 1.909 5.228 -0.15 0.13 0.16
Se 1.969 1.655 1.863 0.06 -0.03 0.06
Se -1.765 -0.727 2.296 0.93 -0.09 -0.33
S 1.418 -2.209 2.507 0.03 0.52 -0.02
Si -0.788 0.140 -1.113 0.04 -0.01 0.09
N 5.356 -1.776 1.794 0.12 0.11 0.02
N 4.076 -1.315 -0.296 0.01 0.11 0.32
N 1.693 -0.851 -0.009 -0.07 -0.07 0.34
N 3.264 -0.989 4.067 -0.24 0.37 0.06
N 1.260 -1.044 4.944 0.33 -0.28 0.23
C -3.078 1.275 -2.532 -0.02 -0.03 0.01
C 1.464 -0.532 -3.012 0.00 -0.03 0.00
C -2.251 1.430 -1.239 0.03 -0.05 -0.03
C 0.005 1.263 -3.729 -0.04 -0.04 0.01
C 1.539 1.676 -1.847 0.05 0.03 0.02
C -3.257 1.298 -0.073 0.06 0.01 0.06
C -0.576 -2.775 -0.980 0.02 -0.02 0.02
C 0.595 0.621 -2.455 -0.03 0.04 0.00
C 1.990 -1.370 3.896 0.13 -0.21 -0.02
C 2.091 -0.469 6.000 -0.03 0.06 -0.04
C 3.305 -0.030 5.180 -0.07 -0.01 -0.04
C -2.873 -1.905 -0.864 -0.04 0.02 -0.01
C 4.749 -1.556 0.834 -0.15 -0.11 -0.30
C -1.692 2.861 -1.211 -0.05 0.02 0.00
C 2.838 -1.072 -0.120 0.01 -0.07 0.01
C -1.494 -1.655 -1.487 0.01 0.03 -0.02
C -1.668 -1.844 -3.005 0.00 0.03 0.01
H -4.273 1.481 -0.439 0.02 0.09 0.01
H 1.591 0.370 6.475 -0.05 -0.03 0.00
H -3.262 0.324 0.405 -0.06 -0.01 -0.07
H 0.428 -2.722 -1.396 0.00 -0.01 0.00
H -2.152 -2.811 -3.187 0.00 0.00 0.01
H 2.237 1.240 -1.136 -0.03 0.05 -0.02
H -2.496 1.344 -3.445 0.04 -0.01 -0.04
H 0.834 1.456 -4.421 0.00 -0.01 0.01
H -0.484 2.216 -3.548 -0.01 -0.05 -0.04
H 3.815 -0.820 3.234 0.21 -0.29 -0.03
H -2.852 -1.866 0.224 0.00 0.00 -0.04
H -0.718 -1.858 -3.531 0.03 0.03 -0.03
H 1.003 -0.982 -3.891 -0.01 -0.01 -0.02
H -3.819 2.083 -2.556 0.02 0.01 0.01
H -3.635 0.337 -2.550 0.00 0.03 -0.02
H 2.420 -0.114 -3.347 0.00 0.00 0.02
H -1.183 3.138 -2.133 -0.01 0.00 0.07
H 2.340 -1.242 6.734 0.04 0.03 0.01
H 1.007 2.470 -1.326 -0.03 0.04 -0.01
H 3.144 0.978 4.786 0.03 0.02 0.04
H 0.329 -1.400 5.071 -0.19 0.20 -0.08
H -2.517 3.566 -1.064 0.01 0.01 0.00
H -0.691 0.596 -4.240 -0.02 0.01 -0.01
H -3.626 -1.203 -1.220 -0.01 -0.04 0.02
H 4.242 -0.077 5.729 0.00 -0.05 -0.02
H -1.006 -3.744 -1.262 -0.01 0.01 -0.01
H 1.685 -1.334 -2.319 -0.01 0.02 0.03
H -3.200 -2.914 -1.145 0.00 0.00 -0.01
H -2.301 -1.076 -3.450 0.03 -0.03 -0.02
H -1.007 3.017 -0.377 -0.01 0.03 0.02
H -0.495 -2.766 0.111 0.00 0.01 -0.01
H 2.125 2.141 -2.650 0.00 -0.04 -0.01
H -3.054 2.036 0.704 0.02 -0.07 0.00
```
Positions in Å, forces in eV/Å.

Energy relative to the best compared isomer or geometry (same formula, charge and spin) (eV): 2.465
Net charge: -1
Maximum force (eV/A): 1.72
E (eV): -314079.7839

***

DFT (ωB97M-V/def2-TZVPD) results for a structure of composition C28H47NO2P2Ru in a non-equilibrium geometry.

XYZ file:
```
81
Properties=species:S:1:pos:R:3:forces:R:3
Ru 0.000 0.000 0.000 1.38 -4.72 1.20
P -0.467 -1.429 -1.702 -0.49 -2.99 -4.23
P -1.729 -1.065 0.997 -3.76 -1.75 2.78
O 0.875 -3.853 0.293 -1.33 -0.08 -2.50
O 3.234 -0.971 2.495 -0.18 2.84 -0.33
N 1.322 -1.744 1.240 2.31 -1.96 2.00
C -2.954 -5.139 -4.732 -0.02 0.35 -0.10
C -0.368 2.032 0.751 0.00 1.35 0.16
C -1.858 -2.780 0.308 0.27 0.35 0.09
C -1.478 2.537 1.622 -0.03 0.00 -0.02
C 1.730 -3.903 2.357 -1.71 -2.12 1.63
C -4.975 -4.046 -2.599 -0.09 0.22 -0.32
C 1.392 1.464 2.619 -0.32 -0.16 -0.01
C 3.180 0.956 0.056 -0.06 -0.14 -0.19
C -1.182 -0.813 -3.287 -0.01 0.14 0.14
C -4.483 -3.420 -5.902 -0.17 -0.03 0.02
C 2.910 -3.140 2.627 1.25 -0.74 1.31
C 1.744 1.376 0.025 0.54 0.99 1.09
C 0.920 1.597 1.204 1.19 1.86 -0.29
C -3.946 -5.999 -3.986 -0.09 0.02 0.11
C 2.445 -1.811 2.144 1.57 1.51 0.32
C 0.964 1.668 -1.129 -0.48 2.11 -0.59
C 1.234 -3.150 1.199 -1.10 -1.10 -1.02
C -3.184 -4.078 -5.514 0.10 -0.22 0.27
C -5.723 -3.736 -5.037 0.08 -0.03 -0.12
C -3.452 -0.436 0.794 0.17 0.08 -0.11
C 0.912 -2.471 -2.334 0.15 -0.03 0.13
C -1.651 -1.354 2.808 0.01 -0.19 -0.08
C -5.548 -3.351 -3.588 0.24 -0.11 0.26
C -1.764 -2.692 -1.219 0.13 0.42 0.29
C -1.460 2.586 -1.567 -0.08 -0.31 -0.05
C -0.371 2.039 -0.695 1.48 2.21 -0.25
C -4.342 -5.413 -2.612 -0.02 -0.15 -0.13
C 1.468 1.707 -2.540 -0.09 -0.11 0.03
H -2.438 2.510 1.102 0.09 0.01 0.06
H 1.238 -3.145 -1.535 -0.09 0.27 -0.16
H 2.036 2.630 -2.717 -0.08 -0.20 0.07
H -3.596 -0.097 -0.236 -0.10 -0.05 0.06
H -0.997 -3.321 0.713 -0.47 -0.01 -0.23
H -3.442 -5.367 -1.983 -0.08 -0.03 -0.05
H 3.829 1.817 0.268 -0.14 -0.14 -0.01
H -2.307 -3.599 -5.950 -0.08 -0.10 0.02
H -2.716 -2.344 -1.638 0.13 -0.02 -0.02
H -5.917 -2.357 -3.331 0.01 -0.12 0.00
H -0.707 -1.848 3.057 -0.13 0.15 -0.07
H -1.726 -0.419 3.374 -0.03 -0.18 -0.17
H 0.528 -3.079 -3.156 0.04 0.13 -0.09
H -1.348 2.248 -2.601 -0.02 0.08 0.13
H -1.571 -1.643 -3.886 0.04 0.05 0.16
H 0.548 1.345 3.305 0.04 0.11 -0.05
H -2.477 -2.021 3.069 0.01 0.10 0.17
H -6.564 -3.164 -5.449 0.13 -0.10 0.08
H -4.840 -6.188 -4.583 0.17 -0.01 0.10
H -1.451 3.686 -1.575 0.06 -0.26 0.09
H 3.159 -3.194 3.711 0.34 0.71 -0.93
H 1.762 -1.864 -2.666 -0.26 -0.03 -0.02
H -4.710 -3.667 -6.951 0.06 0.05 0.20
H 0.645 1.690 -3.260 0.12 0.01 0.09
H 1.884 -4.998 2.245 -0.56 0.85 -0.43
H -2.446 2.264 -1.218 0.03 0.10 -0.04
H -3.615 0.416 1.459 0.05 -0.08 -0.08
H 3.342 0.200 0.831 0.06 0.29 -0.05
H 2.036 0.585 2.725 0.02 0.32 -0.01
H -3.489 -6.979 -3.806 -0.08 0.16 -0.04
H 3.780 -3.450 2.005 -0.51 0.26 0.45
H -0.415 -0.293 -3.867 -0.06 -0.05 0.10
H -1.909 -5.413 -4.582 -0.10 0.01 -0.07
H -4.950 -3.565 -1.620 -0.07 -0.03 -0.06
H -1.287 3.581 1.907 -0.03 -0.22 -0.04
H -4.319 -2.334 -5.889 -0.02 -0.13 -0.01
H -5.014 -6.124 -2.104 0.13 0.14 -0.08
H -4.189 -1.213 1.027 0.16 0.09 -0.05
H 1.961 2.349 2.935 -0.11 -0.14 -0.16
H -1.993 -0.111 -3.072 0.01 -0.08 -0.10
H -1.541 -3.663 -1.673 0.10 0.22 0.03
H 0.997 -3.724 3.179 0.34 -0.33 -0.28
H 3.488 0.527 -0.901 -0.02 0.12 0.04
H -1.567 1.955 2.544 0.00 0.07 -0.06
H 2.129 0.864 -2.756 -0.02 0.07 -0.02
H -2.779 -3.277 0.636 0.08 0.23 0.04
H -5.995 -4.788 -5.142 0.00 0.19 0.02
```
Positions in Å, forces in eV/Å.

Energy relative to the best compared isomer or geometry (same formula, charge and spin) (eV): 0.000
Net charge: +1
Maximum force (eV/A): 5.20
E (eV): -56531.8031
Spin multiplicity: 6